119
Properties=species:S:1:pos:R:3:mulliken_spin:R:1 method="wB97M-V/def2-TZVPD" energy_ev=-146999.025 homo_lumo_gap_ev="4.90 / 6.03" lumo_ev="3.588 / 3.587" e_above_lowest_ev=0.000 multiplicity=3 total_charge=-2
Ti 0.187 -0.446 -0.221 1.42
S 1.677 -0.344 1.793 0.03
C 2.706 -1.736 1.631 0.01
C 3.425 -2.168 2.744 0.00
C 4.227 -3.307 2.722 0.01
C 4.894 -3.729 3.902 0.00
N 5.422 -4.065 4.870 0.00
C 4.337 -4.040 1.521 0.01
C 3.662 -3.586 0.390 0.00
C 2.842 -2.458 0.412 0.01
S 2.007 -1.994 -1.036 0.02
C 5.086 -5.245 1.450 0.00
N 5.676 -6.231 1.369 0.00
H 3.343 -1.603 3.664 0.00
H 3.748 -4.146 -0.532 0.00
Te -3.881 -1.469 -3.641 0.00
C -3.960 -3.455 -4.401 0.00
C -5.146 -4.030 -4.848 0.00
C -5.142 -5.345 -5.285 0.00
N -4.055 -6.112 -5.324 0.00
C -2.916 -5.547 -4.919 0.00
C -2.817 -4.245 -4.458 0.00
C -2.245 -1.856 -2.293 -0.01
P -2.824 -1.398 -0.622 0.00
C -3.937 -2.836 -0.183 0.00
C -3.953 -4.057 -0.846 0.00
C -4.789 -5.082 -0.426 0.00
C -5.614 -4.904 0.677 0.00
C -5.597 -3.694 1.356 0.00
C -4.771 -2.667 0.921 0.00
C -1.428 -2.133 0.361 0.08
C -0.697 -3.245 -0.077 -0.07
C 0.058 -3.987 0.815 0.01
C 0.127 -3.619 2.154 0.02
C -0.546 -2.492 2.591 0.01
C -1.317 -1.751 1.702 0.07
P -0.794 -0.848 -2.545 -0.04
C -1.063 0.882 -3.125 -0.02
C 0.048 1.549 -3.648 0.05
C -0.080 2.823 -4.173 0.00
C -1.322 3.450 -4.177 0.00
C -2.421 2.806 -3.634 0.00
C -2.287 1.533 -3.093 0.02
C -0.219 -1.558 -4.144 0.01
C 0.561 -2.715 -4.108 0.00
C 0.854 -3.407 -5.273 0.00
C 0.363 -2.957 -6.491 0.00
C -0.399 -1.800 -6.539 0.00
C -0.688 -1.102 -5.374 0.00
H -6.071 -3.464 -4.839 0.00
H -6.060 -5.821 -5.620 0.00
H -2.035 -6.180 -4.968 0.00
H -1.868 -3.845 -4.126 0.00
H -3.292 -4.209 -1.687 0.00
H -4.795 -6.027 -0.959 0.00
H -6.253 -5.711 1.017 0.00
H -6.234 -3.550 2.223 0.00
H -4.754 -1.719 1.450 0.00
H -0.777 -3.561 -1.109 0.01
H 0.603 -4.856 0.466 0.00
H 0.726 -4.201 2.843 0.00
H -0.467 -2.185 3.627 0.00
H -1.911 -0.912 2.043 0.02
H 1.007 1.043 -3.654 0.00
H 0.786 3.326 -4.585 0.00
H -1.426 4.445 -4.594 0.00
H -3.391 3.289 -3.630 0.00
H -3.134 1.049 -2.619 0.00
H 0.949 -3.055 -3.155 0.00
H 1.463 -4.303 -5.232 0.00
H 0.571 -3.511 -7.400 0.00
H -0.777 -1.439 -7.489 0.00
H -1.271 -0.193 -5.429 0.00
O 2.493 1.341 -1.180 0.16
C 1.516 0.799 -0.907 0.18
C -0.074 3.800 -0.499 0.02
C -0.671 4.262 0.827 -0.01
C 0.434 4.779 1.749 0.00
C -1.708 5.364 0.581 0.00
O -1.301 3.193 1.516 0.01
Si -2.142 1.889 0.936 0.11
O -1.236 0.843 0.171 -0.16
O -2.864 1.277 2.297 0.01
C -2.506 1.293 3.676 0.00
C -1.007 1.078 3.891 -0.02
C -2.928 2.632 4.294 0.00
C -3.290 0.156 4.335 0.00
O -3.316 2.492 -0.060 0.02
C -4.716 2.708 0.038 0.00
C -5.012 3.714 1.156 0.00
C -5.473 1.411 0.311 0.00
C -5.165 3.293 -1.302 0.00
H 0.341 4.645 -1.051 0.00
H -0.847 3.325 -1.103 0.00
H 0.706 3.060 -0.321 -0.01
H 0.969 5.606 1.278 0.00
H 1.135 3.971 1.959 0.00
H 0.003 5.118 2.694 0.00
H -1.239 6.242 0.131 0.00
H -2.173 5.648 1.528 0.00
H -2.479 4.982 -0.089 0.00
H -0.452 1.899 3.443 0.00
H -0.673 0.152 3.418 0.01
H -0.787 1.032 4.960 0.00
H -2.456 3.440 3.735 0.00
H -2.617 2.686 5.339 0.00
H -4.013 2.749 4.245 0.00
H -2.903 -0.810 4.009 0.00
H -4.341 0.218 4.047 0.00
H -3.210 0.218 5.422 0.00
H -4.590 3.334 2.084 0.00
H -6.088 3.850 1.275 0.00
H -4.553 4.679 0.931 0.00
H -5.178 1.025 1.287 0.00
H -5.215 0.664 -0.438 0.00
H -6.552 1.581 0.291 0.00
H -4.534 4.144 -1.564 0.00
H -6.204 3.624 -1.241 0.00
H -5.082 2.543 -2.091 0.00

***

19
Properties=species:S:1:pos:R:3:nbo_charge:R:1 method="wB97M-V/def2-TZVPD" energy_ev=-5411.471 homo_lumo_gap_ev=12.36 lumo_ev=1.081 e_above_lowest_ev=0.579 smiles=CCC.CC
C 1.223 -1.285 1.898 -0.61
C 1.152 -0.231 0.779 -0.40
C 2.400 -0.006 -0.080 -0.62
H 1.750 -2.205 1.629 0.20
H 0.247 -1.623 2.238 0.21
H 1.805 -0.801 2.682 0.20
H 0.303 -0.408 0.116 0.19
H 0.885 0.697 1.297 0.19
H 2.236 -0.370 -1.091 0.21
H 2.779 1.004 -0.011 0.21
H 3.202 -0.652 0.305 0.20
C -2.323 0.216 -1.722 -0.61
C -2.141 1.314 -0.663 -0.61
H -2.873 -0.693 -1.473 0.21
H -2.720 0.704 -2.605 0.20
H -1.399 -0.295 -2.046 0.20
H -1.616 0.988 0.228 0.21
H -3.163 1.467 -0.304 0.20
H -1.748 2.178 -1.177 0.21

***

15
Properties=species:S:1:pos:R:3:nbo_charge:R:1 method="wB97M-V/def2-TZVPD" energy_ev=-14104.403 homo_lumo_gap_ev="7.12 / 7.13" lumo_ev="-6.853 / -6.852" e_above_lowest_ev=4.154 total_charge=+1
C 0.831 -0.641 0.693 0.35
C -0.034 0.444 -1.785 0.11
C 0.319 -0.884 -1.610 -0.40
N -0.051 0.268 0.921 -0.84
N 1.352 -0.967 -0.497 -0.54
Si -1.003 0.960 2.147 1.05
H 1.323 -1.175 1.501 0.22
H 0.759 1.184 -1.864 0.23
H -1.038 0.731 -2.087 0.24
H -0.480 -1.559 -1.295 0.26
H 0.874 -1.373 -2.496 0.33
H 2.048 -1.586 -0.571 0.41
H -2.279 0.202 2.133 -0.17
H -1.437 2.265 1.750 -0.13
H -0.462 0.391 3.419 -0.13

***

7
Properties=species:S:1:pos:R:3:nbo_charge:R:1 method="wB97M-V/def2-TZVPD" energy_ev=-26652.436 homo_lumo_gap_ev="6.24 / 6.24" lumo_ev="-2.470 / -2.471" e_above_lowest_ev=2.418
Si 0.079 -0.179 -1.051 0.54
Si 0.402 0.340 1.228 0.73
S -1.947 -0.221 -1.211 -0.60
H 1.041 0.733 -1.605 -0.17
H 0.716 -1.630 -1.356 -0.13
H 0.406 1.384 2.241 -0.17
H -0.696 -0.427 1.755 -0.20

***

118
Properties=species:S:1:pos:R:3:mulliken_charge:R:1 method="wB97M-V/def2-TZVPD" energy_ev=-168522.258 homo_lumo_gap_ev="3.04 / 3.04" lumo_ev="3.478 / 3.478" e_above_lowest_ev=0.272 total_charge=-2
Cs -0.851 0.285 2.173 1.18
C 0.480 2.120 -0.595 1.46
C 0.358 3.633 -0.515 -1.04
P -0.420 4.168 1.067 0.16
C 0.742 3.470 2.283 0.51
C 2.092 3.231 2.048 0.10
C 2.864 2.620 3.011 -0.87
C 2.315 2.263 4.246 -0.19
C 0.967 2.523 4.478 -0.40
C 0.189 3.120 3.517 -1.09
C 0.124 5.917 0.982 0.37
C -0.425 6.748 -0.007 -0.50
C 0.069 8.012 -0.249 -0.88
C 1.071 8.500 0.582 -0.25
C 1.628 7.720 1.589 -0.78
C 1.158 6.418 1.775 -0.24
P 1.089 1.417 -2.185 -0.12
C 2.408 2.633 -2.645 0.34
C 3.725 2.287 -2.377 -0.41
C 4.764 3.197 -2.478 -0.64
C 4.479 4.472 -2.913 -0.49
C 3.158 4.840 -3.192 -0.54
C 2.139 3.920 -3.103 -0.31
C -0.290 1.893 -3.284 0.42
C -1.619 1.732 -2.856 0.33
C -2.651 1.908 -3.779 -0.63
C -2.397 2.294 -5.090 -0.62
C -1.098 2.512 -5.479 -0.62
C -0.042 2.278 -4.604 -0.62
H -0.449 1.565 -0.408 -1.72
H 1.212 1.724 0.109 0.35
H -0.248 3.982 -1.347 0.66
H 1.353 4.052 -0.613 0.39
H 2.571 3.504 1.121 0.52
H 3.921 2.457 2.848 0.35
H 2.934 1.758 5.021 0.32
H 0.550 2.199 5.469 0.31
H -0.906 3.196 3.691 0.39
H -1.207 6.370 -0.608 0.50
H -0.332 8.598 -1.056 0.41
H 1.398 9.537 0.467 0.32
H 2.398 8.138 2.253 0.36
H 1.541 5.790 2.578 0.31
H 3.905 1.264 -1.994 0.36
H 5.775 2.921 -2.260 0.45
H 5.254 5.209 -2.991 0.38
H 2.929 5.874 -3.436 0.37
H 1.125 4.276 -3.250 0.34
H -1.848 1.488 -1.817 -0.33
H -3.686 1.816 -3.438 0.51
H -3.213 2.462 -5.789 0.39
H -0.888 2.889 -6.459 0.41
H 0.968 2.405 -4.910 0.59
N 2.675 -0.879 2.080 -0.21
C 3.818 -1.582 2.702 -0.57
C 3.531 -2.006 4.148 -0.17
C 2.575 -3.197 4.157 0.29
O 2.973 -4.260 4.672 -0.83
O 1.485 -2.991 3.565 -0.57
H 2.559 -0.030 2.634 -0.02
H 1.894 -1.504 2.315 0.15
H 4.713 -0.946 2.629 0.30
H 3.999 -2.463 2.107 0.18
H 3.032 -1.168 4.672 0.11
H 4.442 -2.295 4.672 0.30
Se -3.433 2.363 3.690 -1.02
Cl -4.953 4.000 0.904 -0.20
C -4.663 2.318 0.642 0.18
C -5.684 1.464 0.386 -0.38
C -5.354 0.132 0.157 -0.61
C -4.021 -0.195 0.077 -0.47
N -3.022 0.674 0.238 0.40
C -3.366 1.909 0.675 -0.57
H -6.708 1.783 0.415 0.45
H -6.116 -0.634 0.008 0.40
H -3.778 -1.255 -0.068 0.01
H -2.586 2.609 0.912 0.39
O -0.415 -2.425 0.257 -0.53
P -0.784 -3.808 -0.134 -0.90
N -1.582 -4.545 1.097 0.44
C -2.096 -5.929 1.124 -0.41
C -2.598 -6.109 2.589 -0.72
C -1.890 -5.000 3.375 -0.75
C -1.884 -3.847 2.378 -0.27
N 0.406 -4.876 -0.454 0.25
C 1.307 -4.512 -1.571 -0.34
C 2.355 -5.597 -1.433 -0.81
C 2.574 -5.681 0.075 -0.55
C 1.185 -5.429 0.660 -0.25
N -1.622 -3.726 -1.552 0.64
C -1.716 -2.547 -2.460 0.07
C -2.756 -3.021 -3.501 -0.77
C -2.565 -4.542 -3.528 -0.88
C -2.314 -4.880 -2.066 -0.39
H -1.363 -6.673 0.797 0.41
H -2.959 -5.992 0.469 0.06
H -2.422 -7.135 2.950 0.35
H -3.683 -5.956 2.630 0.36
H -0.858 -5.250 3.600 0.23
H -2.375 -4.797 4.334 0.43
H -1.097 -3.124 2.552 -0.03
H -2.873 -3.345 2.338 0.31
H 1.755 -3.497 -1.443 0.22
H 0.814 -4.557 -2.562 0.10
H 3.278 -5.383 -1.971 0.43
H 1.958 -6.542 -1.835 0.29
H 3.288 -4.916 0.378 0.15
H 2.971 -6.684 0.360 0.37
H 1.213 -4.717 1.482 0.15
H 0.768 -6.337 1.062 0.21
H -0.736 -2.358 -2.906 0.18
H -2.036 -1.644 -1.955 -0.22
H -2.615 -2.505 -4.433 0.46
H -3.747 -2.806 -3.107 0.30
H -1.649 -4.817 -4.077 0.30
H -3.399 -5.093 -3.926 0.44
H -1.692 -5.768 -2.055 0.31
H -3.240 -5.090 -1.497 0.24

***

29
Properties=species:S:1:pos:R:3:nbo_charge:R:1 method="wB97M-V/def2-TZVPD" energy_ev=-16116.909 homo_lumo_gap_ev=8.86 lumo_ev=0.796 e_above_lowest_ev=3.690 smiles="C[C@@H](C1=NCCN1C)c1cccnc1"
C 0.113 2.326 -1.393 -0.63
C -0.012 0.879 -1.174 -0.29
C 1.247 0.546 -0.247 0.51
N 1.677 1.216 0.684 -0.52
C 2.048 0.229 1.707 -0.25
C 1.971 -1.169 1.061 -0.23
N 1.647 -0.796 -0.268 -0.48
C 1.685 -1.954 -1.228 -0.40
C -1.245 0.294 -0.367 -0.04
C -1.516 0.743 0.854 -0.21
C -2.697 0.201 1.531 -0.23
C -3.497 -0.601 0.748 -0.01
N -3.222 -1.033 -0.520 -0.42
C -2.163 -0.610 -1.144 0.07
H -0.362 2.761 -0.358 0.21
H -0.520 2.870 -2.100 0.23
H 1.202 2.675 -1.188 0.25
H 0.219 0.265 -1.991 0.20
H 3.043 0.572 2.015 0.21
H 1.196 0.425 2.451 0.20
H 2.981 -1.636 1.166 0.18
H 1.214 -1.876 1.455 0.18
H 1.852 -1.347 -2.142 0.20
H 2.488 -2.684 -1.178 0.22
H 0.766 -2.380 -1.367 0.19
H -0.863 1.421 1.339 0.23
H -3.008 0.460 2.630 0.23
H -4.429 -1.062 1.177 0.20
H -1.818 -0.732 -2.153 0.20

***

92
Properties=species:S:1:pos:R:3:mulliken_charge:R:1 method="wB97M-V/def2-TZVPD" energy_ev=-156621.667 homo_lumo_gap_ev=8.52 lumo_ev=-2.270 e_above_lowest_ev=0.000 total_charge=+1
Tl -1.149 0.164 -0.950 1.88
C 1.460 -4.764 0.302 -0.94
C 0.083 -4.255 0.476 1.09
N -0.796 -4.662 1.335 -0.88
N -1.884 -3.868 1.105 0.31
C -1.709 -2.990 0.121 0.21
S -2.835 -1.880 -0.499 -0.37
N -0.443 -3.241 -0.297 0.54
N 0.172 -2.553 -1.331 -0.34
H 1.666 -5.510 1.064 0.38
H 2.169 -3.942 0.408 -0.09
H 1.584 -5.222 -0.681 0.45
H -2.722 -3.986 1.649 0.17
H 0.384 -3.186 -2.093 0.33
H 1.007 -2.077 -0.985 -0.40
S 1.251 4.148 -2.417 -0.43
C 1.125 4.494 -0.722 1.09
C 1.483 5.650 -0.033 -0.78
C 1.294 5.667 1.333 -0.57
C 0.772 4.553 2.007 -1.46
C 0.418 3.409 1.325 -0.01
C 0.586 3.386 -0.060 -1.21
N 0.284 2.322 -0.891 0.77
C 0.576 2.576 -2.124 0.67
C 0.353 1.588 -3.199 0.64
C 0.846 1.802 -4.486 -1.03
C 0.637 0.859 -5.480 -1.03
C -0.066 -0.304 -5.196 -0.98
C -0.561 -0.520 -3.916 -0.91
C -0.354 0.419 -2.919 0.34
H 1.900 6.505 -0.549 0.44
H 1.566 6.550 1.895 0.43
H 0.670 4.588 3.083 0.47
H 0.077 2.519 1.833 0.84
H 1.407 2.701 -4.711 0.46
H 1.027 1.030 -6.474 0.42
H -0.234 -1.039 -5.973 0.50
H -1.123 -1.421 -3.698 0.57
N -3.228 1.466 -4.468 -0.13
C -3.856 0.631 -3.632 0.48
O -3.531 0.486 -2.459 -0.31
C -5.002 -0.217 -4.146 -0.91
I -5.789 0.219 -6.076 0.04
H -2.425 1.971 -4.129 0.08
H -3.516 1.571 -5.426 0.10
H -5.820 -0.143 -3.438 0.39
H -4.662 -1.250 -4.172 0.36
C 0.203 -1.792 4.040 -1.29
C 1.567 -2.154 3.472 1.46
C 1.825 -3.645 3.607 -1.55
C 2.681 -1.371 4.153 -1.57
O 1.556 -1.899 2.027 0.37
P 1.233 -0.480 1.354 -0.07
O 1.693 0.668 2.153 -1.04
O -0.249 -0.512 0.956 -0.84
O 1.971 -0.654 -0.070 0.53
C 3.377 -0.337 -0.356 1.65
C 3.617 -0.978 -1.713 -1.66
C 4.280 -0.941 0.707 -1.58
C 3.546 1.171 -0.428 -1.39
H 0.186 -1.973 5.115 0.56
H -0.580 -2.394 3.569 0.17
H -0.010 -0.736 3.871 0.23
H 1.848 -3.918 4.663 0.49
H 2.788 -3.907 3.165 0.31
H 1.032 -4.218 3.130 0.28
H 2.757 -1.700 5.190 0.50
H 2.496 -0.300 4.124 0.28
H 3.635 -1.574 3.665 0.27
H 3.516 -2.064 -1.652 0.35
H 4.624 -0.751 -2.065 0.47
H 2.902 -0.593 -2.443 0.15
H 4.113 -2.015 0.798 0.21
H 4.102 -0.469 1.672 0.27
H 5.322 -0.773 0.431 0.57
H 2.938 1.583 -1.233 0.12
H 4.592 1.406 -0.636 0.56
H 3.258 1.636 0.514 0.35
C -2.397 0.512 2.923 -0.51
As -3.291 1.509 1.558 0.66
C -3.490 3.313 2.159 -1.03
C -5.027 0.758 1.266 -1.01
O -2.438 1.566 0.125 -0.60
H -2.821 0.763 3.895 0.70
H -1.340 0.763 2.883 -0.28
H -2.510 -0.551 2.717 0.24
H -4.083 3.345 3.072 0.43
H -3.981 3.884 1.374 0.37
H -2.498 3.725 2.338 0.20
H -5.607 0.777 2.188 0.44
H -4.899 -0.266 0.921 0.23
H -5.526 1.342 0.495 0.36

***

9
Properties=species:S:1:pos:R:3:nbo_charge:R:1 method="wB97M-V/def2-TZVPD" energy_ev=-8279.124 homo_lumo_gap_ev=10.14 lumo_ev=-0.311 e_above_lowest_ev=2.435 smiles="O=CO.C=O"
O -1.102 1.070 2.108 -0.57
C -0.559 1.382 1.089 0.67
O -0.075 0.531 0.215 -0.81
H -0.481 2.445 0.826 0.11
H 0.300 -0.125 -0.386 0.56
C 0.673 -1.921 -1.356 0.28
O 0.969 -0.839 -1.825 -0.51
H 1.382 -2.606 -0.880 0.14
H -0.385 -2.196 -1.426 0.13